1.
{"formula": "CH4ClN2O", "method": "the ωB97M-V functional and the def2-TZVPD basis", "e_above_lowest_kj_mol": 327.2, "gap_ev": 13.2098, "multiplicity": 1, "mol_weight_g_mol": 95.5, "charge": 1, "e_homo_ev": -17.23, "species": ["C", "N", "N", "O", "Cl", "H", "H", "H", "H"], "xyz": [[-0.958, -0.138, 1.314], [0.945, 0.084, -1.084], [1.034, 0.442, -2.120], [1.054, 0.772, -3.208], [0.654, -0.819, 1.538], [-1.367, 0.499, 2.014], [-1.710, -0.958, 0.901], [-0.748, 0.488, 0.492], [1.095, -0.370, 0.152]]}



2.
{"formula": "C33H35FN5O6S2Sr", "method": "the ωB97M-V functional and the def2-TZVPD basis", "e_above_lowest_kj_mol": 93.3, "gap_ev": 6.6459, "multiplicity": 1, "mol_weight_g_mol": 768.4, "charge": -1, "e_homo_ev": -4.52, "species": ["Sr", "O", "C", "C", "C", "N", "C", "C", "C", "O", "O", "C", "O", "O", "H", "H", "H", "C", "C", "C", "C", "C", "C", "C", "C", "C", "C", "C", "C", "N", "C", "C", "C", "C", "C", "C", "F", "H", "H", "H", "H", "H", "H", "H", "H", "H", "H", "H", "H", "H", "H", "H", "H", "H", "H", "H", "H", "H", "S", "C", "N", "C", "C", "C", "N", "H", "H", "H", "H", "H", "H", "H", "H", "O", "C", "S", "C", "C", "N", "C", "H", "H", "H"], "xyz": [[-0.183, -0.488, 0.377], [2.844, -2.442, -4.774], [2.130, -1.776, -3.831], [0.737, -1.815, -3.800], [0.095, -1.119, -2.795], [0.763, -0.395, -1.902], [2.097, -0.385, -1.909], [2.830, -1.059, -2.866], [2.763, 0.353, -0.747], [3.901, 0.774, -0.921], [2.043, 0.426, 0.310], [-1.411, -1.195, -2.575], [-2.124, -1.313, -3.577], [-1.767, -1.153, -1.356], [2.234, -2.910, -5.355], [0.159, -2.379, -4.522], [3.910, -1.030, -2.855], [-2.195, -4.562, 4.229], [-2.185, -3.321, 3.335], [-3.506, -3.174, 2.576], [-1.874, -2.063, 4.122], [-2.688, -1.702, 5.189], [-2.450, -0.546, 5.916], [-1.382, 0.263, 5.570], [-0.546, -0.061, 4.506], [0.629, 0.841, 4.180], [0.186, 2.281, 3.912], [1.678, 0.799, 5.295], [-0.790, -1.234, 3.765], [-0.006, -1.546, 2.636], [0.985, -2.454, 2.807], [1.447, -2.958, 4.049], [2.499, -3.856, 4.143], [3.159, -4.319, 3.011], [2.718, -3.873, 1.769], [1.671, -2.994, 1.704], [1.230, -2.622, 0.441], [-2.347, -5.462, 3.629], [-3.001, -4.513, 4.967], [-1.249, -4.662, 4.764], [-1.392, -3.449, 2.599], [-4.341, -3.035, 3.267], [-3.709, -4.065, 1.977], [-3.479, -2.314, 1.906], [-3.530, -2.334, 5.453], [-3.095, -0.278, 6.744], [-1.193, 1.166, 6.141], [1.102, 0.449, 3.277], [-0.280, 2.722, 4.798], [-0.543, 2.332, 3.099], [1.039, 2.903, 3.639], [1.263, 1.174, 6.236], [2.540, 1.416, 5.033], [2.025, -0.223, 5.459], [0.954, -2.613, 4.950], [2.809, -4.196, 5.124], [3.986, -5.011, 3.084], [3.171, -4.208, 0.844], [-5.011, 1.548, -0.907], [-3.769, 2.124, -1.881], [-3.255, 1.405, -2.889], [-2.088, 1.828, -3.648], [-1.197, 2.665, -2.757], [-1.996, 3.834, -2.228], [-3.248, 3.357, -1.658], [-3.493, 0.420, -2.912], [-2.390, 2.406, -4.529], [-1.587, 0.928, -3.995], [-0.328, 3.024, -3.310], [-0.840, 2.042, -1.946], [-2.196, 4.532, -3.049], [-1.446, 4.371, -1.454], [-3.595, 3.782, -0.815], [-2.469, 0.469, 1.375], [-2.496, 1.389, 0.727], [2.204, 5.928, 0.825], [2.779, 4.388, 1.313], [1.857, 3.438, 1.020], [0.706, 3.900, 0.419], [0.758, 5.184, 0.261], [3.749, 4.255, 1.761], [1.974, 2.379, 1.206], [-0.030, 5.773, -0.187]]}



3.
{"formula": "C28H35GaN4O6S", "method": "the ωB97M-V functional and the def2-TZVPD basis", "gap_ev": 7.9094, "multiplicity": 1, "mol_weight_g_mol": 625.4, "charge": 0, "e_homo_ev": -7.98, "species": ["Ga", "O", "C", "C", "C", "C", "C", "C", "C", "N", "N", "C", "O", "C", "C", "C", "C", "C", "C", "H", "H", "H", "H", "H", "H", "H", "H", "H", "H", "C", "C", "C", "S", "O", "C", "C", "C", "H", "H", "H", "H", "H", "H", "H", "H", "H", "H", "H", "H", "H", "H", "C", "C", "C", "C", "C", "C", "O", "N", "C", "O", "N", "C", "O", "H", "H", "H", "H", "H", "H", "H", "H", "H", "H", "H"], "xyz": [[-1.501, -0.779, 1.140], [-1.830, 0.694, 2.317], [-0.892, 1.341, 2.968], [-1.105, 2.700, 3.276], [-0.139, 3.450, 3.909], [1.076, 2.874, 4.299], [1.280, 1.535, 4.062], [0.323, 0.748, 3.404], [0.547, -0.673, 3.280], [-0.173, -1.415, 2.525], [-0.067, -2.782, 2.602], [-0.985, -3.322, 1.847], [-1.816, -2.644, 1.103], [-1.111, -4.797, 1.837], [-0.151, -5.600, 2.448], [-0.303, -6.976, 2.454], [-1.414, -7.559, 1.855], [-2.369, -6.760, 1.242], [-2.216, -5.382, 1.228], [-2.054, 3.132, 2.983], [-0.325, 4.498, 4.111], [1.829, 3.468, 4.799], [2.202, 1.059, 4.385], [1.308, -1.150, 3.896], [0.705, -5.132, 2.916], [0.447, -7.599, 2.924], [-1.536, -8.635, 1.869], [-3.233, -7.211, 0.770], [-2.951, -4.746, 0.753], [5.177, -1.621, -1.080], [3.777, -1.534, -0.479], [3.154, -0.170, -0.734], [1.510, -0.147, 0.040], [0.772, -1.375, -0.404], [0.760, 1.413, -0.762], [-0.495, 0.179, -2.721], [0.757, 0.166, -3.602], [5.597, -2.616, -0.924], [5.851, -0.895, -0.620], [5.152, -1.428, -2.155], [3.823, -1.722, 0.598], [3.130, -2.300, -0.907], [3.079, 0.065, -1.791], [3.717, 0.624, -0.232], [2.244, 2.648, -0.964], [0.510, 1.974, 0.144], [-1.375, 0.376, -3.336], [-0.616, -0.824, -2.322], [1.174, 1.154, -3.779], [0.519, -0.287, -4.566], [1.527, -0.452, -3.143], [-1.008, 2.900, -4.458], [-0.744, 3.328, -3.007], [-1.326, 2.492, -1.836], [-1.447, 3.409, -0.566], [-0.332, 4.426, -0.309], [-2.801, 2.196, -2.158], [-3.495, 2.911, -2.842], [-3.361, 1.103, -1.525], [-2.687, 0.364, -0.586], [-3.314, -0.412, 0.194], [-1.384, 0.447, -0.462], [-0.576, 1.138, -1.489], [1.690, 2.111, -1.538], [-0.555, 3.639, -5.122], [-2.071, 2.877, -4.672], [-0.577, 1.936, -4.711], [-1.174, 4.326, -2.903], [0.325, 3.424, -2.848], [-1.562, 2.775, 0.316], [-2.374, 3.978, -0.667], [0.643, 3.968, -0.133], [-0.583, 4.989, 0.591], [-0.223, 5.137, -1.127], [-4.358, 0.974, -1.606]]}